Record 1
{"formula": "C7H12ClI", "method": "the ωB97M-V functional and the def2-TZVPD basis", "mol_weight_g_mol": 258.530, "total_charge": 0, "e_homo_ev": [-7.85, -7.65], "homo_lumo_gap_ev": [7.974, 8.060], "elements": ["C", "C", "C", "C", "C", "C", "C", "Cl", "I", "H", "H", "H", "H", "H", "H", "H", "H", "H", "H", "H", "H"], "xyz": [[-0.60943, 0.14951, -2.61285], [-0.41293, 1.00803, -1.65303], [-0.85794, 2.25626, -1.13570], [-0.91053, -1.57306, 2.10900], [0.27180, -1.49140, 1.04692], [1.08346, -0.25950, 1.17086], [1.78903, 0.15090, -0.18496], [2.28364, -1.06252, -1.25281], [2.68467, 2.02080, -0.17985], [0.10640, -0.66420, -2.81369], [-1.55387, 0.06103, -3.13257], [-0.90677, 2.45461, -0.03620], [-1.91005, 2.41888, -1.33834], [-0.15311, 3.00054, -1.58424], [-0.66703, -1.01897, 3.14324], [-1.74331, -1.04432, 1.74837], [-1.21957, -2.50177, 2.36576], [0.76571, -2.51688, 1.08557], [-0.29202, -1.42187, -0.01928], [0.35589, 0.46791, 1.35020], [1.89598, -0.43398, 1.92360]], "forces_ev_per_a": [[0.238, -0.765, 0.528], [1.145, -1.578, 0.206], [0.024, 1.689, 1.111], [2.998, 4.028, 1.353], [-3.127, -2.754, -1.624], [2.833, -1.183, -1.729], [-1.932, 0.248, 1.084], [0.439, -0.125, -0.096], [0.306, -0.139, -0.021], [-0.233, 0.373, 0.133], [-0.206, 0.302, -0.386], [0.853, -0.714, -0.539], [-0.352, 0.385, -0.951], [-1.016, -0.043, 0.395], [-0.132, -1.194, -2.162], [-1.198, 0.769, -0.590], [-0.665, -3.095, 0.531], [-0.004, 1.618, -0.260], [1.336, -0.400, 2.287], [-0.461, 1.791, 0.905], [-0.845, 0.787, -0.174]]}

Record 2
{"formula": "C7H12ClN4OS", "method": "the ωB97M-V functional and the def2-TZVPD basis", "mol_weight_g_mol": 235.720, "total_charge": 1, "e_homo_ev": -11.99, "homo_lumo_gap_ev": 8.769, "elements": ["C", "C", "C", "C", "C", "C", "C", "N", "N", "N", "N", "O", "S", "Cl", "H", "H", "H", "H", "H", "H", "H", "H", "H", "H", "H", "H"], "xyz": [[-0.60895, -0.57501, -0.83029], [0.31887, -2.18391, 0.67544], [0.43544, 1.70186, -1.04376], [0.32869, 0.45581, -0.21890], [1.60889, -0.32498, -0.11854], [0.16042, 3.29963, 0.91162], [0.64780, 2.88062, -0.27999], [-1.33871, -0.34712, -1.80184], [1.42846, -1.50331, 0.64828], [-0.76320, -1.80030, -0.00685], [-1.79998, -2.75961, -0.07507], [0.25202, -3.27429, 1.38591], [-1.27110, 2.55347, 1.71291], [2.17238, -0.95915, -1.82767], [1.31682, 1.63070, -1.64260], [-0.56300, 1.66713, -1.53086], [-0.22533, 0.71070, 0.77122], [2.37521, 0.23970, 0.18858], [0.12082, 4.14079, 1.45053], [1.26231, 3.57913, -0.81146], [-2.10026, -0.94925, -2.19647], [2.19827, -1.96770, 1.22920], [-2.58311, -2.28345, 0.48911], [-0.61749, -3.72536, 1.07306], [-2.00708, -2.72893, -1.10575], [-0.74819, 2.52283, 2.95418]], "forces_ev_per_a": [[-2.145, -0.613, 0.288], [-1.127, -0.776, 0.131], [-1.531, -2.012, -0.193], [-1.191, -1.775, 0.750], [-1.743, -2.027, -1.914], [-1.451, -3.906, -2.380], [-0.208, 3.540, 2.939], [-1.159, 0.085, -1.293], [2.208, -1.143, 2.506], [1.865, 0.922, 0.076], [-1.188, 2.254, -0.449], [-1.029, -0.555, -0.786], [-0.077, -0.999, 0.046], [-0.390, 0.718, 1.043], [-0.102, -0.372, -1.384], [0.993, 0.726, -0.748], [1.468, -0.543, -1.026], [2.990, 1.792, 1.386], [1.738, 3.768, 0.880], [0.496, 0.566, 0.136], [1.218, 0.422, 0.887], [-1.217, 1.217, -1.339], [0.933, -1.279, -1.459], [1.259, 0.577, 0.633], [-0.485, -0.671, 1.371], [-0.125, 0.083, -0.099]]}

Record 3
{"formula": "C7H12ClOP", "method": "the ωB97M-V functional and the def2-TZVPD basis", "mol_weight_g_mol": 178.599, "total_charge": 0, "e_homo_ev": -8.92, "homo_lumo_gap_ev": 9.618, "elements": ["C", "C", "C", "C", "C", "C", "C", "O", "P", "Cl", "H", "H", "H", "H", "H", "H", "H", "H", "H", "H", "H", "H"], "xyz": [[1.24046, -0.13202, 0.63252], [2.00014, -1.18007, 0.45939], [-0.72672, 0.37655, 1.89991], [-0.86103, -0.19544, -0.73833], [0.14289, 2.05335, 0.27889], [1.07583, -3.29301, -0.20621], [-0.13693, 0.48817, 0.46659], [2.13323, -2.47331, 0.22448], [2.91013, 0.10576, 1.34514], [2.67796, -0.13894, 3.41585], [-1.69963, 0.91970, 1.91890], [-0.85802, -0.76909, 2.09389], [-0.10655, 0.83273, 2.66306], [-1.64062, 0.37561, -1.25585], [-1.41343, -1.12723, -0.34026], [0.03893, -0.50501, -1.34376], [-0.68709, 2.71472, 0.68307], [0.18415, 2.19721, -0.87267], [0.98740, 2.37699, 0.93538], [1.51248, -4.26666, 0.10210], [0.94423, -3.25086, -1.28491], [0.12190, -3.23458, 0.28054]], "forces_ev_per_a": [[-0.300, 0.356, -0.531], [0.416, -0.228, 1.239], [-1.644, -2.043, -0.903], [0.452, -1.488, 1.575], [-1.299, -0.178, -1.031], [0.891, -1.947, -0.112], [1.224, 2.006, 1.339], [0.479, 0.888, 0.027], [-0.693, 0.017, -1.216], [-0.132, -0.270, 0.378], [0.409, -0.669, 0.089], [-0.018, 2.118, 0.159], [0.350, -0.139, -0.068], [0.608, 0.222, 0.046], [1.037, 1.153, -0.685], [-1.605, 0.213, -0.203], [0.435, -1.070, -0.728], [0.647, 0.406, 2.072], [-0.143, -0.378, -1.235], [-0.729, 0.161, -0.697], [0.022, 0.066, -0.085], [-0.408, 0.804, 0.568]]}

Record 4
{"formula": "C7H12CoO3", "method": "the ωB97M-V functional and the def2-TZVPD basis", "mol_weight_g_mol": 203.103, "multiplicity": 4, "total_charge": 2, "e_homo_ev": [-16.99, -16.99], "homo_lumo_gap_ev": [8.403, 7.788], "elements": ["C", "C", "H", "H", "H", "H", "H", "O", "C", "O", "O", "C", "C", "C", "C", "Co", "H", "H", "H", "H", "H", "H", "H"], "xyz": [[0.68970, 2.86557, 0.17991], [-0.61398, 2.88881, 0.55508], [0.99872, 2.36835, -0.74223], [1.43854, 3.44259, 0.72625], [-1.38222, 2.43173, -0.07259], [-0.95119, 3.53888, 1.36531], [0.29509, 1.81416, 1.19361], [-0.09716, -3.50930, -3.30918], [-0.52348, -2.58751, -2.55100], [-1.61766, -2.00857, -2.82586], [0.17016, -2.29278, -1.47963], [-0.33275, -1.27521, -0.60136], [0.60908, -1.20095, 0.58731], [0.11114, -0.32928, 1.67881], [0.83020, 0.65522, 2.28581], [-1.64409, -3.10249, -4.25157], [-1.34916, -1.54342, -0.28536], [-0.36917, -0.32169, -1.14379], [1.62530, -0.91827, 0.28119], [0.67224, -2.20702, 1.04771], [-0.93715, -0.46215, 1.97112], [0.46056, 1.07679, 3.22445], [1.91727, 0.67653, 2.16603]], "forces_ev_per_a": [[-0.029, 0.285, -0.028], [-0.014, 0.750, -0.387], [-0.005, -0.059, 0.388], [-0.139, -0.200, -0.102], [0.224, -0.177, 0.365], [0.130, -0.413, 0.038], [-0.114, -0.111, -0.208], [0.365, -0.032, 0.074], [2.235, 0.220, 2.977], [-0.611, 1.449, 1.051], [-0.115, -0.343, -0.788], [-0.447, 0.476, 0.342], [0.442, -0.558, 0.199], [-0.139, 1.166, 0.128], [-0.027, -1.229, 0.551], [-1.690, -1.625, -3.574], [0.201, 0.065, -0.090], [-0.024, -0.217, 0.026], [-0.249, -0.093, 0.036], [0.063, 0.216, -0.295], [0.266, 0.000, -0.012], [-0.064, 0.158, -0.392], [-0.257, 0.271, -0.300]]}

Record 5
{"formula": "C7H12F4Si", "method": "the ωB97M-V functional and the def2-TZVPD basis", "mol_weight_g_mol": 200.251, "total_charge": 0, "e_homo_ev": -10.56, "homo_lumo_gap_ev": 11.387, "elements": ["F", "F", "F", "F", "C", "C", "C", "C", "C", "C", "C", "Si", "H", "H", "H", "H", "H", "H", "H", "H", "H", "H", "H", "H"], "xyz": [[1.07191, -0.52470, 3.62700], [0.92753, -1.84467, 1.81394], [2.25768, 0.10600, 0.45636], [1.68070, 1.56585, 2.24588], [-0.64360, -0.15048, 2.02139], [0.76512, -0.67658, 2.30632], [1.39876, 0.51152, 1.39792], [0.14593, -1.60826, -0.96118], [0.80011, 1.11738, -2.01275], [-2.10474, 0.26715, -1.63030], [-0.06818, 0.68513, 0.84639], [-0.36068, 0.18874, -0.92750], [-0.91958, 0.49954, 2.87041], [-1.40391, -0.95638, 1.71945], [1.19083, -1.71854, -0.65217], [-0.27821, -2.22916, -0.19390], [0.02004, -2.13087, -1.89976], [1.57263, 1.71939, -1.47435], [1.34128, 0.41201, -2.64285], [0.46183, 1.82562, -2.75643], [-2.74119, -0.59024, -1.47958], [-2.24220, 0.60187, -2.62992], [-2.52067, 1.16433, -1.11518], [-0.35139, 1.76536, 1.07083]], "forces_ev_per_a": [[0.565, -1.117, -0.161], [1.334, -2.921, -0.168], [1.364, 0.973, 0.751], [1.191, -0.773, -1.418], [-0.417, -0.786, -0.443], [-0.984, 4.284, 0.603], [-3.953, -1.538, 0.933], [0.949, -0.294, 0.366], [1.541, 1.157, -0.301], [-0.165, 1.597, 1.601], [-0.305, 2.771, 1.069], [-0.148, -1.353, -1.021], [-0.383, -0.539, -0.529], [1.039, 1.233, 0.811], [0.171, 0.259, -0.538], [-0.965, -0.204, 0.284], [-0.105, 0.066, -0.375], [-0.455, -0.694, -0.124], [0.213, -0.314, 0.204], [-0.872, 0.239, -0.018], [-0.137, -0.234, 0.342], [0.556, -0.094, -1.209], [-0.333, -0.648, 0.138], [0.298, -1.067, -0.799]]}

Record 6
{"formula": "C7H12N", "method": "the ωB97M-V functional and the def2-TZVPD basis", "mol_weight_g_mol": 110.180, "total_charge": 1, "e_homo_ev": -12.85, "homo_lumo_gap_ev": 8.126, "elements": ["C", "C", "C", "C", "C", "C", "C", "N", "H", "H", "H", "H", "H", "H", "H", "H", "H", "H", "H", "H"], "xyz": [[1.92883, -1.30775, 0.11021], [-0.79421, -1.06272, 0.46173], [2.64678, -0.17557, 0.22535], [-0.06039, 0.17934, 0.00693], [-2.28926, -1.02999, 0.23373], [-0.23416, 0.56813, -1.49693], [-0.24932, 1.30601, 1.04873], [1.24073, -0.24996, 0.14736], [1.51159, -2.35511, -0.24754], [3.16783, 0.03939, -0.73390], [2.99510, 0.28374, 1.13036], [-2.59561, -1.71244, -0.52074], [-2.67698, 0.03716, 0.21832], [-2.79271, -1.47398, 0.98853], [-1.30343, 0.64458, -1.54956], [0.17257, -0.08168, -2.18845], [0.15349, 1.52124, -1.64262], [-0.55378, 0.93404, 2.00087], [-1.00923, 2.13442, 0.83540], [0.74215, 1.80115, 0.97225]], "forces_ev_per_a": [[-6.207, -5.542, -0.939], [-2.169, -0.303, -0.847], [5.335, 5.026, -1.310], [-2.717, -0.127, -0.594], [2.602, 3.894, -0.259], [-2.000, 0.345, 2.842], [-0.463, 2.047, -1.642], [2.486, -3.018, 0.206], [1.668, 1.959, 1.346], [0.182, 0.776, 0.901], [0.852, -0.362, 0.382], [0.044, -0.233, -1.576], [0.007, -1.237, -0.861], [-1.238, -1.602, 3.102], [-0.562, 0.053, -0.796], [0.693, -1.675, -1.202], [0.824, 1.792, -0.294], [0.484, -0.347, 0.902], [0.859, -1.452, -0.357], [-0.684, 0.005, 0.995]]}

Results for energy above the lowest of the compared OMol25 structures with the same formula, charge and spin: 49.9, 16.5, 36.1, 4.7, 20.8, 184.2 (in kcal per mole, following the order of the records).